Below is a 9-piece molecular cluster, C36H73N9O14P2 overall at a distorted geometry, with properties calculated with ωB97M-V/def2-TZVPD.

For the gap between HOMO and LUMO (spin up / spin down), the calculation gives 7.470 / 2.780 eV. The highest occupied orbital energy (spin up / spin down) comes out at -9.926 / -9.926 eV. As for the expectation value of S²: 0.7594.

ORCA input file:
```
! wB97M-V def2-TZVPD RIJCOSX def2/J DEFGRID3
* xyz 1 2
C 32.018 -9.727 3.854
C 30.936 -9.538 4.826
O 29.763 -9.350 4.108
C 30.086 -9.414 2.833
O 29.304 -9.376 1.898
O 31.357 -9.573 2.627
H 32.537 -10.665 4.048
H 32.638 -8.848 4.032
H 31.223 -8.730 5.498
H 30.868 -10.459 5.405
C 24.969 -9.787 -5.647
C 24.870 -10.504 -4.326
O 24.424 -11.838 -4.718
C 24.480 -12.042 -5.962
O 24.274 -13.136 -6.464
O 24.816 -10.803 -6.609
H 25.906 -9.231 -5.679
H 24.118 -9.164 -5.920
H 24.189 -10.164 -3.546
H 25.854 -10.814 -3.972
C 32.870 -13.455 -0.405
C 32.054 -12.254 0.169
O 32.047 -12.477 1.567
C 32.585 -13.704 1.869
O 32.585 -14.217 2.977
O 33.055 -14.277 0.782
H 33.820 -13.005 -0.693
H 32.243 -13.732 -1.252
H 30.986 -12.257 -0.046
H 32.474 -11.275 -0.060
C 31.353 -8.660 -2.645
C 30.462 -8.574 -1.410
O 29.178 -8.741 -1.925
C 29.212 -8.962 -3.258
O 28.312 -9.250 -3.938
O 30.468 -8.695 -3.704
H 32.004 -9.508 -2.431
H 32.046 -7.832 -2.794
H 30.474 -7.622 -0.878
H 30.751 -9.331 -0.681
C 27.207 -5.675 -5.405
C 28.499 -5.160 -5.818
C 29.634 -5.844 -4.989
C 29.941 -5.235 -3.705
N 30.211 -4.814 -2.667
H 26.429 -5.133 -5.943
H 26.938 -5.656 -4.348
H 27.209 -6.758 -5.531
H 28.698 -4.113 -5.589
H 28.777 -5.320 -6.860
H 30.696 -5.823 -5.234
H 29.467 -6.914 -4.864
C 29.021 -4.161 0.987
C 29.990 -5.339 0.917
C 31.375 -4.901 0.502
C 32.471 -5.404 1.324
N 33.267 -5.783 2.014
H 28.016 -4.325 1.375
H 28.848 -3.620 0.057
H 29.428 -3.432 1.688
H 29.589 -5.995 0.144
H 29.963 -5.853 1.878
H 31.556 -3.826 0.513
H 31.550 -5.212 -0.528
C 36.072 -12.453 -2.855
C 34.996 -11.301 -2.682
C 35.577 -9.882 -2.030
C 36.819 -9.391 -2.678
N 37.778 -9.046 -3.269
H 35.586 -13.409 -3.052
H 36.624 -12.840 -1.998
H 36.772 -12.294 -3.675
H 34.187 -11.611 -2.020
H 34.696 -11.030 -3.694
H 35.778 -9.907 -0.959
H 34.834 -9.114 -2.248
O 25.199 -7.743 -3.070
P 24.613 -7.743 -1.688
N 24.923 -9.221 -0.824
C 26.138 -10.063 -1.038
C 24.018 -9.755 0.261
N 22.874 -7.504 -1.608
C 22.046 -8.541 -2.265
C 22.265 -6.191 -1.809
N 25.279 -6.484 -0.632
C 26.547 -5.754 -1.102
C 24.889 -6.342 0.820
H 26.672 -9.799 -0.126
H 26.582 -9.778 -1.992
H 25.894 -11.121 -1.139
H 23.950 -9.015 1.059
H 24.335 -10.629 0.829
H 23.006 -10.018 -0.047
H 22.358 -9.534 -1.943
H 21.029 -8.401 -1.898
H 22.171 -8.428 -3.342
H 22.840 -5.467 -1.233
H 22.379 -5.980 -2.872
H 21.211 -6.199 -1.532
H 26.320 -5.264 -2.049
H 26.966 -5.186 -0.271
H 27.326 -6.386 -1.527
H 24.601 -5.327 1.093
H 25.671 -6.738 1.468
H 24.099 -7.060 1.038
O 30.882 -12.589 -3.290
P 30.560 -13.765 -4.103
N 31.729 -14.378 -5.108
C 32.438 -13.490 -6.070
C 32.318 -15.700 -5.151
N 29.169 -13.467 -5.093
C 29.020 -14.152 -6.429
C 27.938 -12.901 -4.608
N 29.870 -15.124 -3.231
C 29.810 -15.152 -1.813
C 29.345 -16.257 -3.843
H 31.951 -12.515 -6.046
H 32.212 -13.929 -7.042
H 33.513 -13.559 -5.902
H 32.068 -16.252 -6.057
H 32.100 -16.302 -4.269
H 33.402 -15.604 -5.212
H 28.828 -15.215 -6.278
H 28.055 -13.964 -6.900
H 29.725 -14.079 -7.257
H 27.369 -12.641 -5.501
H 27.310 -13.549 -3.996
H 28.226 -12.025 -4.028
H 29.555 -14.157 -1.449
H 29.180 -15.931 -1.382
H 30.832 -15.453 -1.582
H 28.443 -15.897 -4.337
H 29.119 -17.030 -3.109
H 29.919 -16.704 -4.655
*
```